Entry 1:
DFT (ωB97M-V with the def2-TZVPD basis set) results for C2H3GaLiO2 as an isolated structure.

```
9
Properties=species:S:1:pos:R:3:forces:R:3
O 2.343 -0.834 0.623 -1.37 -0.01 -0.32
C 1.235 -0.761 0.509 2.03 -0.20 0.79
C -0.258 -0.639 0.483 0.71 -2.69 0.44
O -0.641 0.584 0.017 -1.02 1.32 0.63
Ga -0.773 0.979 -1.689 1.15 0.44 -2.50
H -0.553 -0.864 1.527 -0.10 0.09 -0.20
H -0.572 -1.506 -0.133 -0.15 0.10 0.28
Li -1.239 1.823 1.328 -0.45 0.84 1.17
H 0.457 1.219 -2.665 -0.82 0.12 -0.30
```
Forces are in eV/Å.

Calculated values
**E_HOMO**: -27.72 eV
**Calculated total energy**: -2159.44377 Ha
**Total charge**: +3
**Frontier orbital gap**: 10.83 eV
**E_LUMO**: -16.9 eV

---

Entry 2:
DFT (ωB97M-V with the def2-TZVPD basis set) results for C24H26As2N2O2Re as an isolated structure.

```
57
Properties=species:S:1:pos:R:3:forces:R:3
Re 0.153 -0.989 0.359 0.09 0.01 -0.48
O -0.221 -2.711 -0.194 0.08 0.03 0.23
C -1.355 -3.482 -0.261 -0.17 -0.08 -0.03
C -1.289 -4.642 -1.009 0.00 0.03 0.01
C -2.406 -5.461 -1.093 0.00 0.01 0.01
C -3.579 -5.131 -0.422 -0.02 -0.03 -0.01
C -3.633 -3.978 0.332 0.01 0.05 0.03
C -2.529 -3.118 0.422 0.01 -0.12 -0.07
C -2.651 -1.933 1.230 0.09 -0.01 -0.06
N -1.729 -1.034 1.306 0.03 -0.05 -0.04
N -1.960 0.034 2.154 -0.13 0.19 0.18
C -0.903 0.743 2.306 0.21 -0.16 -0.06
O 0.263 0.324 1.688 -0.03 -0.05 0.23
C -0.807 1.952 3.103 -0.17 0.10 0.05
C 0.414 2.611 3.257 -0.02 -0.04 -0.01
C 0.477 3.761 4.023 0.00 0.03 0.02
C -0.669 4.254 4.634 0.01 -0.01 -0.01
C -1.886 3.599 4.481 0.01 0.01 0.00
C -1.961 2.451 3.718 0.02 0.00 -0.01
H -0.366 -4.904 -1.506 0.01 0.01 0.00
H -2.353 -6.370 -1.675 0.00 0.00 0.00
H -4.441 -5.779 -0.480 0.00 -0.01 -0.01
H -4.539 -3.724 0.869 0.00 0.01 0.00
H -3.556 -1.779 1.810 0.01 0.04 0.02
H 1.308 2.218 2.794 0.00 -0.01 -0.01
H 1.422 4.272 4.151 0.00 0.00 0.00
H -0.613 5.152 5.235 0.00 0.00 0.00
H -2.773 3.986 4.963 0.00 0.00 0.00
H -2.901 1.932 3.596 0.00 -0.01 0.00
C 4.011 -0.440 0.685 -0.04 0.02 0.01
As 2.527 -0.699 -0.520 0.03 0.04 -0.02
C 3.080 -2.131 -1.700 0.02 0.00 0.02
C 2.456 0.877 -1.649 -0.05 -0.03 0.00
C 3.619 1.519 -2.057 0.03 -0.01 -0.01
C 3.551 2.634 -2.882 -0.01 -0.01 0.01
C 2.321 3.115 -3.306 0.00 0.00 0.01
C 1.153 2.485 -2.904 -0.01 0.02 -0.03
C 1.219 1.369 -2.077 0.01 -0.06 0.05
As -0.409 0.499 -1.519 -0.05 0.08 -0.03
C -1.131 -0.476 -3.021 0.02 0.01 0.02
C -1.685 1.857 -1.025 0.04 -0.01 -0.03
H 4.943 -0.393 0.126 -0.02 0.01 -0.02
H 4.048 -1.281 1.375 -0.01 0.00 -0.01
H 3.867 0.483 1.244 -0.01 -0.01 0.00
H 4.003 -1.846 -2.201 0.00 0.01 0.01
H 2.306 -2.317 -2.441 0.00 0.01 0.01
H 3.243 -3.030 -1.109 -0.01 0.00 0.00
H 4.589 1.159 -1.736 0.00 0.00 0.00
H 4.462 3.128 -3.192 0.00 0.00 0.00
H 2.270 3.985 -3.947 0.00 0.00 0.00
H 0.199 2.875 -3.239 0.00 0.00 0.00
H -1.316 0.226 -3.833 0.01 0.01 0.02
H -2.063 -0.956 -2.727 0.01 0.00 0.01
H -0.410 -1.224 -3.344 -0.01 0.00 0.01
H -1.886 2.505 -1.878 0.02 -0.02 -0.01
H -1.275 2.448 -0.207 0.00 -0.01 0.00
H -2.609 1.375 -0.710 0.01 -0.01 0.01
```
Forces are in eV/Å.

Calculated values
**E_HOMO (spin up / spin down)**: -14.01 / -14.01 eV
**Spin multiplicity**: 2
**Calculated total energy**: -5739.43091 Ha
**Total charge**: +2
**Frontier orbital gap (spin up / spin down)**: 6.23 / 6.50 eV
**E_LUMO (spin up / spin down)**: -7.8 / -7.5 eV

---

Entry 3:
DFT (ωB97M-V with the def2-TZVPD basis set) results for a 2-piece molecular cluster, C14H13BrN3O5 overall.

```
36
Properties=species:S:1:pos:R:3:forces:R:3
C 3.037 -0.631 -0.969 -0.80 0.16 -0.60
C 3.095 0.582 -0.095 0.81 -0.39 0.85
O 3.888 0.639 0.793 0.30 0.39 0.34
N 2.235 1.782 -0.275 -0.56 -0.38 -0.69
C 2.595 2.604 -1.439 0.70 0.58 0.34
C 0.864 1.571 -0.116 -1.35 -0.92 -0.84
C 0.252 1.894 1.120 1.41 0.26 0.74
N -0.992 1.806 1.470 -0.65 -0.14 0.22
N -1.790 1.304 0.539 1.35 0.26 -0.14
C -1.353 0.933 -0.645 -1.59 -1.02 -2.12
C -2.358 0.321 -1.579 0.13 -0.31 0.50
C -0.031 1.056 -1.075 1.05 0.75 1.64
Br 0.493 0.538 -2.777 -0.24 0.16 -0.24
H 3.156 -0.365 -2.022 -0.07 0.02 0.03
H 2.054 -1.128 -0.845 0.11 0.11 0.03
H 3.820 -1.328 -0.693 0.08 0.15 0.25
H 3.237 3.416 -1.082 0.05 -0.07 -0.02
H 3.166 2.065 -2.196 -0.24 -0.14 -0.09
H 1.731 3.094 -1.884 -0.10 -0.29 -0.07
H 0.923 2.268 1.885 -0.08 0.02 0.02
H -2.763 1.179 0.783 0.00 -0.16 0.19
H -2.396 0.847 -2.531 -0.03 0.13 0.03
H -2.017 -0.708 -1.749 -0.05 0.19 -0.07
H -3.336 0.257 -1.102 -0.04 0.06 -0.14
C -0.957 -1.635 2.635 0.46 0.37 0.02
C -2.307 -2.034 2.629 -0.31 -0.18 -0.19
C -2.844 -2.474 1.241 0.28 -0.14 -0.70
O -3.980 -2.913 1.084 -0.16 0.16 0.43
C -1.962 -2.341 0.105 -0.31 0.11 -0.29
C -0.640 -1.937 0.134 0.34 -0.11 0.52
C -0.076 -1.598 1.526 -0.37 -0.02 1.01
O 1.123 -1.280 1.667 0.13 0.37 -0.75
O 0.136 -1.800 -0.854 -0.38 0.20 -0.30
O -3.078 -2.066 3.596 0.14 0.11 -0.05
H -0.505 -1.319 3.570 -0.13 -0.11 0.10
H -2.420 -2.599 -0.848 0.12 -0.17 0.02
```
Forces are in eV/Å.

Calculated values
**E_HOMO**: -3.33 eV
**Calculated total energy**: -3655.72089 Ha
**Total charge**: -1
**Frontier orbital gap**: 4.47 eV
**E_LUMO**: 1.1 eV

---

Entry 4:
DFT (ωB97M-V with the def2-TZVPD basis set) results for a 6-piece molecular cluster, C36H33BBrN3O18PS overall.

```
94
Properties=species:S:1:pos:R:3:forces:R:3
C 0.755 0.303 -2.859 -1.21 -0.46 -0.39
N 0.045 1.484 -2.380 0.74 0.72 1.37
C 0.758 2.743 -2.674 0.22 -0.06 -1.10
B -0.487 1.348 -1.044 -0.70 0.15 -0.81
O -1.812 0.890 -0.913 1.08 -0.34 -0.22
C 0.270 1.726 0.340 0.26 0.40 2.25
S 0.180 3.542 0.691 -0.28 -0.16 -0.39
C 1.762 1.385 0.510 1.68 0.59 -0.05
O 2.606 1.733 -0.528 -1.50 -0.56 -0.49
N 3.825 2.484 -0.005 0.69 1.38 0.48
O 3.747 3.599 -0.252 0.00 -1.25 -0.07
N 1.749 -0.104 0.833 -0.91 -0.30 -1.51
P 3.112 -1.192 0.528 2.41 -0.68 0.81
O 4.045 -0.936 1.607 -0.38 0.09 0.00
O 2.517 -2.659 0.457 -0.45 1.46 -0.42
O 3.750 -0.862 -0.890 -1.43 -0.09 0.43
C 0.602 -0.380 1.361 0.23 -0.01 0.78
O 0.187 -1.588 1.695 -0.16 0.59 -0.05
C -0.211 0.878 1.619 -0.61 -0.13 -0.47
O -1.541 0.552 1.739 0.27 -0.05 -0.48
Br 0.304 1.619 3.388 0.37 -0.33 -0.37
H 1.061 0.462 -3.891 0.26 0.03 0.07
H 0.053 -0.541 -2.891 0.11 0.00 0.03
H 1.599 -0.004 -2.228 0.19 0.29 -0.17
H 1.838 2.597 -2.746 -0.02 0.06 0.31
H 0.526 3.545 -1.979 0.02 -0.17 0.14
H 0.431 3.080 -3.663 -0.05 -0.06 0.13
H -1.802 -0.041 -0.659 -0.64 0.07 0.31
H -1.149 3.651 0.907 0.19 -0.20 -0.10
H 2.207 1.813 1.418 -0.58 0.17 0.19
H 2.147 -2.748 -0.445 -0.06 -0.89 -0.29
H 3.152 -1.070 -1.630 0.34 -0.04 -0.20
H -0.122 -2.069 0.914 0.14 -0.38 0.15
H -2.059 1.273 1.358 -0.22 -0.08 0.01
C 0.956 -1.171 8.704 -0.02 0.06 0.00
C 0.180 -0.210 8.211 0.05 -0.03 0.04
C -0.636 -0.429 6.992 -0.05 0.04 0.00
O -1.341 0.447 6.536 0.05 0.02 -0.05
C -0.557 -1.762 6.345 0.04 -0.07 -0.01
C 0.219 -2.724 6.837 -0.05 0.02 -0.09
C 1.035 -2.503 8.056 0.02 -0.04 0.02
O 1.742 -3.383 8.501 -0.24 0.09 -0.01
H 1.560 -1.031 9.591 0.00 -0.03 0.00
H 0.107 0.769 8.669 -0.03 0.01 -0.02
H -1.163 -1.901 5.458 -0.03 0.03 0.01
H 0.292 -3.704 6.381 0.03 -0.02 0.04
C -4.367 1.615 -4.057 0.08 0.02 0.04
C -3.116 2.067 -4.022 -0.08 0.02 0.04
C -2.355 2.318 -5.269 0.03 0.02 -0.07
O -1.212 2.728 -5.237 -0.05 -0.03 -0.04
C -3.038 2.050 -6.558 -0.05 -0.02 -0.02
C -4.289 1.597 -6.595 0.05 0.01 -0.07
C -5.050 1.343 -5.347 -0.01 -0.07 -0.02
O -6.190 0.933 -5.376 0.01 -0.01 0.05
H -4.942 1.425 -3.159 -0.03 -0.01 -0.02
H -2.598 2.268 -3.094 0.05 -0.02 -0.01
H -2.464 2.243 -7.455 0.02 0.02 0.02
H -4.809 1.396 -7.524 -0.05 0.02 0.02
C 2.931 -4.545 -3.704 0.03 0.09 0.00
C 2.839 -5.612 -4.494 0.04 0.05 0.03
C 1.558 -6.351 -4.642 0.01 -0.08 -0.06
O 1.469 -7.319 -5.355 -0.01 0.03 0.02
C 0.387 -5.850 -3.874 -0.05 0.04 0.05
C 0.486 -4.782 -3.085 0.00 0.06 0.06
C 1.764 -4.057 -2.946 0.04 -0.23 -0.19
O 1.855 -3.071 -2.221 -0.05 0.29 0.32
H 3.853 -3.992 -3.580 -0.01 0.00 0.02
H 3.681 -5.989 -5.060 -0.02 -0.03 -0.01
H -0.538 -6.399 -3.994 0.02 -0.02 -0.02
H -0.353 -4.401 -2.518 0.00 0.01 0.00
C 7.319 -2.359 9.312 0.03 -0.06 -0.06
C 7.171 -3.370 8.461 0.04 0.06 0.03
C 5.848 -4.010 8.249 0.01 -0.02 0.00
O 5.713 -4.930 7.471 0.00 0.02 -0.01
C 4.697 -3.479 9.021 0.08 -0.06 0.04
C 4.848 -2.468 9.872 -0.02 -0.03 -0.07
C 6.168 -1.827 10.084 0.00 0.06 0.06
O 6.303 -0.902 10.857 0.00 0.00 -0.03
H 8.274 -1.878 9.483 -0.02 0.02 0.03
H 7.997 -3.772 7.887 -0.02 -0.03 -0.01
H 3.740 -3.955 8.856 0.12 -0.02 0.00
H 4.023 -2.067 10.447 0.02 0.00 0.03
C -7.015 4.182 -6.115 0.00 0.03 0.09
C -7.081 5.140 -5.194 0.03 -0.07 -0.04
C -7.076 6.575 -5.573 -0.01 0.06 0.05
O -7.132 7.447 -4.734 0.02 -0.02 -0.01
C -6.995 6.900 -7.020 0.01 -0.04 -0.08
C -6.927 5.942 -7.941 -0.01 0.07 0.02
C -6.931 4.508 -7.560 0.00 -0.02 -0.05
O -6.864 3.632 -8.396 0.07 0.00 0.02
H -7.020 3.131 -5.860 -0.08 -0.02 -0.05
H -7.141 4.925 -4.134 -0.02 0.04 0.01
H -6.994 7.952 -7.275 -0.01 0.01 0.04
H -6.865 6.158 -9.000 -0.01 -0.03 -0.01
```
Forces are in eV/Å.

Calculated values
**E_HOMO**: -11.28 eV
**Calculated total energy**: -6248.22199 Ha
**Total charge**: +1
**Frontier orbital gap**: 6.56 eV
**E_LUMO**: -4.7 eV